The following is a quantum chemistry calculation of 3 unconnected molecules or ions with the total composition C3H14N2O3 in a non-equilibrium geometry, from the OMol25 dataset.

Output
Energy above the lowest of the compared OMol25 structures with the same formula, charge and spin (kJ/mol): 247.7
Largest force on an atom (eV Å⁻¹): 2.678
Net charge: +1
Orbital gap (spin up / spin down) (eV): 10.67 / 5.04
<S²>: 0.75
E_tot (eV): -12451.6159
Multiplicity: 2

Last column: natural (NBO) charge in e.
Geometry (Å):
O: -2.9271 1.6760 0.5917  -0.97
O: -0.4232 -2.3497 0.5229  -1.01
O: -1.5999 -0.3977 -0.9278  -0.72
N: 0.0237 0.2370 1.1596  -0.88
N: 2.5542 -0.4162 0.0770  -0.28
C: 1.8794 0.8027 -0.2900  -0.32
C: 0.3463 0.7754 -0.1861  -0.07
C: -0.2416 -0.1503 -1.2433  -0.09
H: 2.2801 1.7181 0.1731  0.32
H: 1.9061 -1.0756 0.5436  0.43
H: 2.1150 1.0188 -1.3480  0.27
H: 0.0226 1.8184 -0.2400  0.24
H: -1.6080 -1.3248 -0.6321  0.52
H: -2.5702 0.8989 0.1571  0.47
H: 3.0464 -0.9098 -0.6818  0.42
H: -0.9056 0.5229 1.4518  0.43
H: -3.8482 1.6599 0.3483  0.48
H: -0.7029 -2.9104 1.2548  0.50
H: 0.6575 0.5992 1.8664  0.38
H: -0.1178 -1.5164 0.9120  0.48
H: -0.2574 0.3772 -2.2021  0.21
H: 0.3704 -1.0536 -1.3070  0.18

---

The following is a quantum chemistry calculation of 4 unconnected molecules or ions with the total composition C3H14N2O3 in a non-equilibrium geometry, from the OMol25 dataset.

Output
Energy above the lowest of the compared OMol25 structures with the same formula, charge and spin (kJ/mol): 16.1
Largest force on an atom (eV Å⁻¹): 2.224
Net charge: +1
Orbital gap (spin up / spin down) (eV): 10.24 / 8.76
<S²>: 0.75
E_tot (eV): -12454.0164
Multiplicity: 2

Last column: natural (NBO) charge in e.
Geometry (Å):
O: 2.2720 1.1020 0.7655  -1.00
O: -1.0807 -0.1570 2.8281  -0.96
O: 3.0400 -0.7833 -0.7522  -0.95
N: 0.1896 -1.5878 0.2293  -0.73
N: -0.4459 1.1168 0.1193  -0.74
C: -2.2004 0.7464 -1.5524  -0.68
C: -0.6839 -1.0937 -0.6851  0.07
C: -1.0324 0.2724 -0.7567  0.30
H: 3.0734 -0.9479 -1.7017  0.50
H: 2.3043 -1.3142 -0.4055  0.48
H: -1.9781 0.6412 -2.6132  0.27
H: -1.0364 -1.7058 -1.4887  0.23
H: -0.4273 2.0678 -0.2354  0.42
H: 0.5464 0.8536 0.2428  0.45
H: 2.8923 0.5006 0.3149  0.51
H: -2.4277 1.7875 -1.3470  0.25
H: 0.1123 -1.1085 1.1319  0.43
H: -3.0739 0.1198 -1.3835  0.27
H: 0.0349 -2.5852 0.3664  0.43
H: -1.6889 0.2898 3.4292  0.50
H: -1.1534 0.3069 1.9890  0.46
H: 2.7638 1.4786 1.5048  0.50

---

The following is a quantum chemistry calculation of 2 unconnected molecules or ions with the total composition C3H14N4 in a non-equilibrium geometry, from the OMol25 dataset.

Output
Energy above the lowest of the compared OMol25 structures with the same formula, charge and spin (kJ/mol): 223.9
Largest force on an atom (eV Å⁻¹): 2.353
Net charge: 0
Orbital gap (eV): 9.31
Structure (SMILES): CNNN.CNC
E_tot (eV): -9295.6090

Last column: natural (NBO) charge in e.
Geometry (Å):
N: 1.1484 0.3060 0.1876  -0.65
N: -1.9067 -0.9909 -0.6349  -0.51
N: -2.3692 0.8802 0.8221  -0.65
N: -1.6720 0.4837 -0.3425  -0.35
C: 1.6527 0.2896 1.5467  -0.41
C: -0.7044 -1.7427 -0.8414  -0.49
C: 2.0815 0.8716 -0.7677  -0.41
H: 1.9288 1.2870 1.9188  0.16
H: 0.8890 -0.1223 2.2048  0.19
H: 2.9788 0.2505 -0.8044  0.19
H: 0.2448 0.8047 0.1411  0.40
H: -0.8368 -2.7515 -0.4475  0.19
H: -2.5351 -1.0740 -1.4321  0.34
H: -1.8868 0.4709 1.6171  0.35
H: 2.3841 1.8999 -0.5212  0.16
H: -0.3829 -1.8018 -1.8865  0.16
H: 1.6178 0.8731 -1.7526  0.20
H: 2.5419 -0.3428 1.5925  0.19
H: -2.0208 1.0577 -1.1098  0.34
H: -3.3195 0.5042 0.8250  0.33
H: 0.1664 -1.1530 -0.3151  0.28

---

The following is a quantum chemistry calculation of 3 unconnected molecules or ions with the total composition C3H14NO2 in a non-equilibrium geometry, from the OMol25 dataset.

Output
Energy above the lowest of the compared OMol25 structures with the same formula, charge and spin (kJ/mol): 72.7
Largest force on an atom (eV Å⁻¹): 2.462
Net charge: +1
Orbital gap (eV): 12.34
E_tot (eV): -8917.0325

Last column: natural (NBO) charge in e.
Geometry (Å):
O: -1.1983 2.6397 -0.1998  -0.97
O: -1.4194 -2.4595 0.0138  -0.95
N: -0.6898 -0.0044 1.2373  -0.71
C: 2.2518 0.0718 -1.2983  -0.61
C: 0.7820 -0.0258 0.8623  -0.21
C: 0.9447 -0.3993 -0.6384  -0.42
H: 0.0797 -0.0047 -1.1935  0.20
H: 0.8153 -1.4772 -0.6049  0.22
H: -0.5223 3.3117 -0.1087  0.49
H: -1.0568 0.8892 0.8834  0.46
H: -0.8113 -0.1510 2.2320  0.44
H: 2.0514 0.2444 -2.3537  0.24
H: 2.9807 -0.7235 -1.1315  0.23
H: -1.7458 -2.5690 -0.9038  0.49
H: 2.6473 0.8762 -0.6905  0.21
H: 1.1549 0.9656 1.1125  0.21
H: -1.1960 -0.6616 0.6065  0.46
H: -2.3095 -2.6684 0.3944  0.49
H: -1.9013 3.1854 -0.5785  0.50
H: 1.2177 -0.8212 1.4706  0.22

---

The following is a quantum chemistry calculation of 4 unconnected molecules or ions with the total composition C3H14NO3 in a non-equilibrium geometry, from the OMol25 dataset.

Output
Energy above the lowest of the compared OMol25 structures with the same formula, charge and spin (kJ/mol): 204.4
Largest force on an atom (eV Å⁻¹): 4.455
Net charge: +1
Orbital gap (eV): 10.14
E_tot (eV): -10962.8884

Last column: natural (NBO) charge in e.
Geometry (Å):
O: 1.3215 -0.6364 2.2671  -0.96
O: -1.8852 -3.5660 1.5477  -0.98
O: 3.8681 4.9124 -3.2249  -0.93
N: -1.0302 -0.7707 1.0126  -0.73
C: -2.2277 0.5192 -0.7945  -0.67
C: -0.9183 -0.1366 -0.3554  0.13
C: 0.2668 -0.1271 -0.9483  -0.37
H: -0.5148 -0.3291 1.8359  0.48
H: -1.4577 -4.3212 1.0967  0.49
H: -2.3521 1.4455 -0.3884  0.24
H: -0.6440 -1.7133 0.9849  0.47
H: 4.2017 4.3684 -4.0685  0.47
H: -2.0353 -0.6625 1.3355  0.45
H: -3.2025 -0.0169 -0.3856  0.23
H: 1.4011 -1.2857 2.9757  0.49
H: -2.7609 -3.8466 1.8140  0.50
H: 4.1177 4.3531 -2.5245  0.46
H: 2.0818 -0.1404 2.5281  0.50
H: 1.0431 -0.7807 -0.4922  0.23
H: -2.2032 0.7191 -1.9306  0.27
H: 0.3767 0.3924 -1.9984  0.26

---

The following is a quantum chemistry calculation of 3 unconnected molecules or ions with the total composition C3H14NO3S in a non-equilibrium geometry, from the OMol25 dataset.

Output
Energy above the lowest of the compared OMol25 structures with the same formula, charge and spin (kJ/mol): 48.2
Largest force on an atom (eV Å⁻¹): 1.888
Net charge: +1
Orbital gap (eV): 9.78
E_tot (eV): -21799.5748

Last column: natural (NBO) charge in e.
Geometry (Å):
S: 1.3499 -2.6299 1.0449  -0.03
O: -1.5682 0.1460 -2.8867  -0.97
O: 2.3463 2.0634 1.4833  -0.96
O: -0.7833 1.7261 0.9627  -0.76
N: 0.3619 0.3237 -0.8859  -0.71
C: -0.1048 -1.8777 0.1789  -0.54
C: -0.0100 -0.3881 0.3978  -0.09
C: -1.2001 0.3480 0.9821  -0.09
H: -2.4983 0.2433 -3.1307  0.51
H: 1.0263 -3.9317 0.9032  0.15
H: -2.1190 0.4326 0.3916  0.20
H: -1.1780 -0.3013 -3.6303  0.49
H: -1.4305 -0.0448 1.9687  0.22
H: 0.4477 1.3049 -0.5923  0.47
H: -0.7104 2.1676 1.8211  0.51
H: 1.2009 -0.0684 -1.2806  0.44
H: 3.2526 1.7953 1.2886  0.48
H: 2.4269 2.9682 1.7720  0.48
H: 0.7955 -0.1505 1.0945  0.25
H: -1.0246 -2.3434 0.5182  0.25
H: -0.1164 -2.1526 -0.8811  0.22
H: -0.4643 0.3693 -1.5202  0.47

---

The following is a quantum chemistry calculation of 4 unconnected molecules or ions with the total composition C3H14NO4 in a non-equilibrium geometry, from the OMol25 dataset.

Output
Energy above the lowest of the compared OMol25 structures with the same formula, charge and spin (kJ/mol): 70.7
Largest force on an atom (eV Å⁻¹): 2.244
Net charge: -1
Orbital gap (eV): 8.89
E_tot (eV): -13019.1846

Last column: natural (NBO) charge in e.
Geometry (Å):
O: 0.9355 2.8400 0.6770  -1.00
O: -1.6586 -0.7497 -0.7978  -0.82
O: 0.3053 0.7674 2.3360  -1.00
O: -1.8091 1.0368 0.8138  -1.25
N: 0.4560 -2.1825 0.0424  -0.87
C: 1.7933 -0.4128 -0.8932  -0.63
C: 0.7421 -1.4632 -1.1883  -0.08
C: -0.5827 -0.7325 -1.6878  -0.06
H: -0.5414 -2.2748 0.1784  0.39
H: -0.5715 1.1823 2.2457  0.51
H: -1.6839 0.0647 -0.1072  0.51
H: -0.3711 0.3235 -1.9090  0.15
H: -2.6458 1.4888 0.9267  0.44
H: 2.7991 -0.8493 -0.7733  0.19
H: 1.2193 2.2088 1.3606  0.49
H: 1.9764 0.2320 -1.7634  0.20
H: 0.0404 2.5078 0.4991  0.50
H: 0.9139 -1.7282 0.8129  0.35
H: 1.0735 -2.1214 -1.9946  0.15
H: 1.6021 0.2546 -0.0754  0.23
H: -0.9075 -1.2723 -2.5859  0.13
H: -0.0139 -0.0896 2.0160  0.47

---

The following is a quantum chemistry calculation of 4 unconnected molecules or ions with the total composition C3H14O3S, from the OMol25 dataset.

Output
Energy above the lowest of the compared OMol25 structures with the same formula, charge and spin (kJ/mol): 59.6
Largest force on an atom (eV Å⁻¹): 0.635
Net charge: 0
Orbital gap (eV): 9.04
Structure (SMILES): CCSC.O.O.O
E_tot (eV): -20315.6173

Last column: natural (NBO) charge in e.
Geometry (Å):
S: 0.0397 -0.7262 -1.2114  0.19
O: 2.4710 5.0030 2.6483  -0.95
O: -3.1561 -3.4208 -0.8430  -0.94
O: 1.3207 3.4851 0.0483  -0.94
C: -1.3137 -1.1327 1.1945  -0.62
C: 0.0144 -0.7280 0.5929  -0.53
C: 0.6898 -2.3774 -1.4900  -0.75
H: -3.0056 -3.2097 -1.7750  0.47
H: 1.7121 5.5924 2.6792  0.46
H: -1.2149 -1.1013 2.2843  0.20
H: 1.0335 -2.4446 -2.5234  0.23
H: -3.3930 -4.3527 -0.8157  0.47
H: 1.5736 -2.5325 -0.8624  0.21
H: 0.2657 0.2732 0.9543  0.21
H: -1.6180 -2.1332 0.8728  0.23
H: -2.1026 -0.4392 0.8982  0.21
H: 0.5998 3.9145 0.5162  0.47
H: 0.8082 -1.3850 0.9612  0.21
H: 1.5260 2.6892 0.5504  0.48
H: 2.6768 4.9114 1.7097  0.48
H: -0.0192 -3.1807 -1.3297  0.21